Record 1
Formula: C2H3N3O3
Source: the Open Molecules 2025 dataset
Level of theory: the ωB97M-V functional and the def2-TZVPD basis

Last column: Löwdin charge in e.
Atoms and positions in Å:
O: 1.34273 -1.50124 0.50297  -0.14
O: -2.55858 0.04363 0.09493  -0.11
O: -0.32380 1.14523 0.29219  0.11
N: -1.55232 -0.75639 -0.30738  0.03
N: 0.98062 -0.50915 -0.45054  -0.20
N: 1.82453 0.53714 -0.39664  0.11
C: -0.41105 -0.11316 -0.06754  -0.32
C: 0.98043 1.42224 0.14424  -0.14
H: 2.38202 -2.21162 0.23368  0.29
H: 1.19385 2.53489 0.31585  0.16
H: -3.44476 -0.57991 -0.04840  0.20

Summary:
HOMO, eV: -8.48
Frontier orbital gap, Eh: 0.3160

=====

Record 2
Formula: C2H3N3O3
Source: the Open Molecules 2025 dataset
Level of theory: the ωB97M-V functional and the def2-TZVPD basis

Last column: Löwdin charge in e.
Atoms and positions in Å:
O: -0.77430 -1.27691 0.34608  0.08
O: 2.12317 -1.16915 0.23679  -0.02
O: 3.65780 -0.07628 -0.79614  0.03
N: 0.39276 1.81157 1.10889  0.21
N: 2.48462 -0.18481 -0.67385  -0.11
N: -2.26608 0.31852 -0.31959  0.19
C: -0.31204 0.97962 0.76430  -0.13
C: -1.13908 -0.12485 0.26849  -0.53
H: -2.42458 1.30589 -0.44428  0.12
H: 1.14634 -1.24938 0.27585  0.04
H: -2.88860 -0.33423 -0.76654  0.13

Summary:
HOMO, eV: -10.06
SMILES: N#CC(N)=O.O=NO
Frontier orbital gap, Eh: 0.3645

=====

Record 3
Formula: C2H3N3O3S
Source: the Open Molecules 2025 dataset
Level of theory: the ωB97M-V functional and the def2-TZVPD basis

Last column: Löwdin charge in e.
Atoms and positions in Å:
S: 0.13696 -2.00720 -0.02518  0.97
O: -1.00660 0.90156 -1.20142  0.05
O: -1.82021 -0.73772 0.10951  -0.20
O: -1.55342 1.14168 0.93033  0.06
N: 3.84203 0.42048 0.02572  0.16
N: -1.02020 0.20821 0.05921  -0.51
N: 1.38018 0.53244 0.13389  0.15
C: 2.69232 0.40419 0.12833  -0.31
C: 0.44574 -0.27874 0.10404  -0.49
H: -1.83528 1.13064 -1.58612  0.10
H: 1.25848 -2.61131 0.29244  -0.13
H: -2.52000 0.89576 1.02926  0.16

Summary:
HOMO, eV: -10.08
SMILES: N#C/N=C(\S)[N+]([O-])(O)O
Frontier orbital gap, Eh: 0.3414

=====

Record 4
Formula: C2H3N3OS
Source: the Open Molecules 2025 dataset
Level of theory: the ωB97M-V functional and the def2-TZVPD basis

Last column: Löwdin charge in e.
Atoms and positions in Å:
S: 2.30352 0.10618 -0.06742  0.83
O: 0.14502 2.35925 -0.11318  0.07
N: -0.12170 -1.04786 -0.07177  0.01
N: 0.63648 0.10187 -0.36564  -0.46
N: -1.52409 0.70098 0.02235  0.15
C: -1.39984 -0.57784 0.01839  -0.18
C: -0.20941 1.21729 -0.15479  -0.57
H: 0.09169 -1.85854 -0.65164  0.15
H: -2.19302 -1.27645 0.10771  0.12
H: 2.27135 0.27513 1.27599  -0.12

Summary:
HOMO, eV: -9.65
SMILES: O=c1nc[nH]n1S
Frontier orbital gap, Eh: 0.3711

=====

Record 5
Formula: C2H3N3OS
Source: the Open Molecules 2025 dataset
Level of theory: the ωB97M-V functional and the def2-TZVPD basis

Last column: Löwdin charge in e.
Atoms and positions in Å:
S: 1.65193 -0.87746 -0.46020  0.86
O: -0.38899 0.54150 -1.28496  -0.13
N: 0.35408 0.17013 -0.14774  -0.46
N: -0.32479 -0.48870 2.11090  0.08
N: -1.55838 0.98170 -0.93790  0.05
C: -1.70951 0.81034 0.37435  0.00
C: -0.50666 0.02839 0.92161  -0.47
H: -2.61532 1.00394 0.90601  0.10
H: 2.65100 0.05485 -0.24361  -0.09
H: 0.64596 -1.02569 2.02784  0.06

Summary:
HOMO, eV: -9.19
SMILES: [H]/N=c1/cnon1S
Frontier orbital gap, Eh: 0.3491

=====

Record 6
Formula: C2H3N3OS2
Source: the Open Molecules 2025 dataset
Level of theory: the ωB97M-V functional and the def2-TZVPD basis

Last column: Löwdin charge in e.
Atoms and positions in Å:
S: -2.99015 -0.71828 -0.00063  0.87
S: 2.26233 -1.65920 -0.00104  0.67
O: -0.38797 -1.37657 -0.00044  -0.03
N: 0.61165 0.51689 0.00829  -0.23
N: 1.56464 1.50963 -0.00393  0.11
N: -0.74093 0.81019 -0.00114  0.13
C: -1.27798 -0.35464 0.00049  -0.76
C: 0.88490 -0.80730 -0.00039  -0.86
H: 1.43377 2.05088 0.83057  0.09
H: -2.77962 -2.04719 -0.00104  -0.10
H: 1.41937 2.07560 -0.83075  0.10

Summary:
HOMO, eV: -8.49
SMILES: Nn1nc(S)oc1=S
Frontier orbital gap, Eh: 0.3303

=====

Record 7
Formula: C2H3N3S
Source: the Open Molecules 2025 dataset
Level of theory: the ωB97M-V functional and the def2-TZVPD basis

Last column: Löwdin charge in e.
Atoms and positions in Å:
S: -1.97627 1.53767 1.05638  0.80
N: -1.07557 -0.82584 0.56457  0.00
N: 0.50661 -0.61892 -1.11624  0.16
N: -0.30858 -0.19496 -0.27561  -0.23
C: -0.30592 1.00476 0.81115  -0.54
C: -1.05335 0.17295 1.70602  -0.51
H: -1.20422 -1.80774 0.39873  0.14
H: 0.76436 0.07909 -1.69904  0.02
H: 0.69960 1.63398 0.96983  0.16

Summary:
HOMO (alpha / beta), eV: -8.03 / -8.03
Frontier orbital gap (alpha / beta), Eh: 0.2816 / 0.2815

=====

Record 8
Formula: C2H3N3S
Source: the Open Molecules 2025 dataset
Level of theory: the ωB97M-V functional and the def2-TZVPD basis

Last column: Löwdin charge in e.
Atoms and positions in Å:
S: 1.16088 -0.00961 2.01924  0.79
N: -0.96635 -0.14882 -1.13952  -0.01
N: 1.05847 0.42566 -0.73018  0.01
N: 0.16251 0.26899 -1.63571  -0.05
C: 0.45249 0.08682 0.44216  -0.74
C: -0.89290 -0.21174 0.19787  -0.12
H: -1.63062 -0.60459 0.95435  0.13
H: 2.28353 0.58424 1.72656  -0.15
H: -1.62800 -0.39095 -1.83477  0.14

Summary:
HOMO, eV: -8.66
SMILES: Sc1c[nH]nn1
Frontier orbital gap, Eh: 0.3504

=====

Record 9
Formula: C2H3N3S3
Source: the Open Molecules 2025 dataset
Level of theory: the ωB97M-V functional and the def2-TZVPD basis

Last column: Löwdin charge in e.
Atoms and positions in Å:
S: 3.05623 -0.57967 1.75040  0.31
S: 1.43183 -0.24758 0.42505  0.45
S: -1.73179 1.14964 -0.38201  0.99
N: -1.10235 0.32731 1.30953  -0.23
N: -1.90637 0.03251 -1.50215  -0.40
N: -0.42767 -1.43224 -2.77733  0.11
C: -1.12881 -0.80729 -2.11683  -0.52
C: 0.07561 -0.14655 1.42009  -0.62
H: -0.39036 1.57548 -0.74286  0.01
H: -1.81147 0.61050 1.95933  0.07
H: 3.93515 -0.48209 0.65679  -0.15

Summary:
HOMO, eV: -8.19
Frontier orbital gap, Eh: 0.2687

=====

Record 10
Formula: C2H3N4S
Source: the Open Molecules 2025 dataset
Level of theory: the ωB97M-V functional and the def2-TZVPD basis

Last column: Löwdin charge in e.
Atoms and positions in Å:
S: 0.71040 2.77094 -0.34957  0.94
N: -0.78094 0.92818 -1.67479  0.01
N: 0.69191 -0.51319 1.39904  0.23
N: -0.62223 -0.93801 -0.53500  0.08
N: -1.10853 -0.25171 -1.63013  0.11
C: -0.00593 1.40909 -0.71267  -0.69
C: 0.11321 -0.22431 0.28657  -0.17
H: 1.24912 0.17696 1.89030  0.15
H: 0.63225 -1.43826 1.81897  0.16
H: -0.87924 -1.91970 -0.49272  0.18

Summary:
HOMO, eV: -14.51
Frontier orbital gap, Eh: 0.2791
Charge: +1

=====

Record 11
Formula: C2H3N5O
Source: the Open Molecules 2025 dataset
Level of theory: the ωB97M-V functional and the def2-TZVPD basis

Last column: Löwdin charge in e.
Atoms and positions in Å:
O: -1.17350 -1.25252 0.37731  -0.13
N: -1.88043 0.64578 -0.70060  0.16
N: -2.11719 -0.62503 -0.34871  0.04
N: -0.01998 1.83944 0.37511  0.20
N: -0.15325 -0.47495 0.81336  0.02
N: 1.82521 -0.26719 -0.63192  0.12
C: -0.60359 0.80252 0.16966  -0.42
C: 0.92992 -1.00807 -0.08134  -0.16
H: 0.97526 -1.99084 -0.00825  0.07
H: 1.57272 0.76421 -0.90588  0.10
H: 0.64483 1.56663 0.94126  0.00

Summary:
HOMO, eV: -10.67
SMILES: [H]/N=C\n1onn/c1=N/[H]
Frontier orbital gap, Eh: 0.3704

=====

Record 12
Formula: C2H3N5O
Source: the Open Molecules 2025 dataset
Level of theory: the ωB97M-V functional and the def2-TZVPD basis

Last column: Löwdin charge in e.
Atoms and positions in Å:
O: -2.96927 1.11029 -0.74708  0.07
N: -0.86961 -0.90327 0.87896  0.06
N: 0.00089 -0.32273 0.05771  -0.17
N: -0.54823 0.74886 -0.50050  0.10
N: -1.97367 -0.34304 0.80312  0.09
N: 2.12349 -1.34578 0.53892  0.11
C: -1.94766 0.70517 -0.23605  -0.44
C: 1.45723 -0.30792 0.23379  -0.19
H: 3.14092 -1.05251 0.50401  0.08
H: -0.19813 1.07089 -1.40891  0.17
H: 1.78404 0.64005 -0.12396  0.11

Summary:
HOMO, eV: -9.67
SMILES: [H]/N=C/n1nnc(=O)[nH]1
Frontier orbital gap, Eh: 0.3545

=====

Asked for ΔE to the lowest compared entry with this formula, charge and spin across the records above, the calculation gives 593.6 137.3 529.7 52.3 360.1 93.3 637.0 107.6 345.8 30.5 682.5 317.4 kJ/mol in order.
Asked for E across the records above, the calculation gives -467.73825 -467.91203 -865.93495 -715.67633 -715.55909 -1113.84196 -640.21711 -640.41872 -1436.65294 -694.85164 -426.79768 -426.93674 Ha in order.